87
Properties=species:S:1:pos:R:3:forces:R:3 method="wB97M-V/def2-TZVPD" orbital_gap_ha="0.15498 / 0.15523" molar_mass_g_mol=629.91 total_charge=+4
O -1.106 -2.733 -3.675 0.6 -0.7 0.7
O -2.249 -0.817 -4.404 -0.5 0.2 -0.8
C 0.281 -3.128 -3.659 -0.1 0.4 -1.2
C 0.538 -4.584 -3.406 -1.0 -0.5 0.5
H 0.828 -2.484 -2.969 0.2 0.1 0.5
H 0.671 -2.850 -4.659 -0.4 -0.2 0.4
H 0.616 -4.778 -2.330 -0.1 -0.2 -0.3
H 1.469 -4.894 -3.848 0.3 -0.1 -0.3
H -0.309 -5.179 -3.839 0.9 0.3 0.3
C -1.843 -3.095 -2.478 1.0 -0.5 -0.2
C -3.329 -3.276 -2.702 -0.1 0.1 0.5
H -1.636 -2.276 -1.757 -0.3 -0.4 0.2
H -1.403 -4.039 -2.093 -0.4 0.7 0.0
H -3.810 -2.317 -2.975 0.2 -0.9 -0.1
H -3.721 -3.543 -1.699 -0.1 -0.1 -0.6
H -3.550 -4.096 -3.421 0.1 0.7 0.6
C -3.387 0.128 -4.505 0.9 1.5 0.0
C -2.034 -1.397 -5.770 1.3 -0.1 -0.6
C -4.142 0.207 -3.221 -0.5 0.0 0.0
H -4.008 -0.233 -5.333 0.2 -0.1 0.4
H -2.942 1.101 -4.828 -0.6 -0.9 0.3
H -4.793 -0.663 -3.142 -0.1 0.2 0.3
H -4.763 1.101 -3.275 -0.1 -0.1 0.2
H -3.524 0.270 -2.316 -0.1 0.0 -0.2
C -2.969 -2.525 -6.037 -0.5 -0.1 0.0
H -0.975 -1.707 -5.822 -0.7 0.2 0.2
H -2.212 -0.563 -6.474 0.3 -0.3 0.4
H -2.974 -3.253 -5.234 0.1 0.0 -0.1
H -2.640 -3.023 -6.948 0.0 0.0 -0.1
H -3.988 -2.170 -6.211 0.1 -0.1 0.0
H -1.457 -0.774 -3.710 -1.9 -0.4 -1.8
Mo 0.415 1.408 -1.311 0.9 0.0 3.0
C -0.577 0.125 -2.570 1.8 1.8 2.9
Si 0.406 1.178 -3.938 -1.1 -1.1 -4.1
H -1.547 0.451 -2.102 0.2 -0.3 -1.0
H -0.157 -0.827 -2.150 -0.3 0.3 -0.7
C 1.339 0.013 -5.083 0.1 0.0 0.4
C 1.731 2.413 -3.441 0.5 0.4 1.6
C -0.827 2.252 -4.874 0.0 0.2 0.6
C 2.271 0.686 -0.755 -1.4 0.1 -0.8
Si 3.564 1.698 0.220 2.2 1.1 1.1
H 2.607 0.442 -1.802 -0.1 -0.1 0.4
H 2.257 -0.254 -0.136 -0.5 0.4 -0.4
C 4.394 3.057 -0.798 -0.6 -0.2 0.0
C 4.997 0.572 0.737 -0.6 -0.4 -0.2
C 2.770 2.403 1.781 -0.3 -0.2 -0.4
H -0.298 3.177 -5.152 -0.2 -0.3 -0.1
H -1.690 2.555 -4.265 0.1 0.0 -0.3
H -1.161 1.753 -5.791 0.0 0.1 0.2
H 1.986 -0.670 -4.511 -0.1 0.1 -0.2
H 1.997 0.638 -5.720 -0.4 -0.3 0.2
H 0.668 -0.576 -5.723 0.3 0.3 0.2
H 2.724 2.010 -3.753 -0.7 0.2 0.6
H 1.820 2.793 -2.374 0.5 0.3 -0.6
H 1.481 3.288 -4.089 0.1 -0.5 0.7
H 5.445 0.041 -0.121 -0.1 0.2 0.4
H 4.709 -0.165 1.506 0.2 0.3 -0.3
H 5.761 1.248 1.164 -0.3 -0.3 -0.2
H 2.210 1.627 2.336 0.3 0.3 -0.1
H 2.096 3.242 1.544 0.2 -0.1 0.2
H 3.603 2.771 2.411 -0.5 -0.1 -0.2
H 5.263 3.413 -0.200 -0.6 -0.2 -0.4
H 3.705 3.900 -0.977 0.4 -0.1 -0.1
H 4.763 2.658 -1.758 0.0 0.3 0.3
S -0.742 1.993 3.067 0.2 -0.8 -2.1
C -0.336 0.270 2.859 0.2 -0.5 1.3
C 0.006 -0.660 3.870 -0.4 0.5 -1.8
C 0.485 -1.922 3.447 -0.1 0.3 1.0
C 0.603 -2.235 2.104 0.1 -0.7 -1.1
C 0.202 -1.340 1.111 0.2 0.0 0.3
C -0.234 -0.074 1.510 0.6 0.4 -0.7
N -0.338 1.024 0.632 0.5 -0.7 -1.0
C -0.627 2.153 1.331 0.0 1.2 1.4
C -0.689 3.386 0.590 -0.3 0.5 0.4
C -1.027 4.612 1.214 0.3 -1.3 -0.3
C -1.035 5.758 0.439 -0.2 1.0 0.3
C -0.675 5.750 -0.912 0.1 -0.5 0.2
C -0.264 4.545 -1.505 0.1 -0.6 -0.5
C -0.332 3.342 -0.796 0.6 -0.5 0.5
H -0.089 -0.396 4.903 0.1 0.0 0.5
H 0.773 -2.660 4.215 -0.1 0.4 -0.5
H 1.023 -3.209 1.801 -0.4 0.5 0.3
H 0.246 -1.547 0.046 0.1 -0.4 0.2
H -1.260 4.591 2.290 0.0 0.4 -0.6
H -1.317 6.702 0.919 0.1 -0.3 -0.3
H -0.700 6.668 -1.500 0.1 -0.2 0.2
H 0.105 4.514 -2.534 -0.3 0.3 0.3